Record 1
{
  "formula": "C23H18AlN4O8S",
  "method": "ωB97M-V/def2-TZVPD",
  "symbols": ["Al", "O", "C", "O", "C", "C", "C", "C", "C", "N", "C", "O", "O", "H", "H", "H", "H", "H", "C", "C", "C", "C", "C", "C", "C", "S", "O", "O", "N", "C", "C", "C", "C", "C", "C", "C", "C", "N", "C", "H", "H", "H", "H", "H", "H", "H", "H", "H", "H", "H", "H", "H", "O", "N", "O"],
  "xyz": [[-0.847, -0.137, 0.307], [-3.473, 2.155, 3.215], [-2.976, 1.466, 2.194], [-2.510, 1.928, 1.192], [-3.137, -0.017, 2.364], [-3.983, -0.566, 3.319], [-4.189, -1.933, 3.324], [-3.577, -2.705, 2.343], [-2.746, -2.075, 1.439], [-2.490, -0.761, 1.468], [-2.127, -2.718, 0.239], [-2.224, -4.012, 0.032], [-1.564, -1.999, -0.555], [-3.360, 3.100, 3.025], [-4.470, 0.085, 4.029], [-4.841, -2.389, 4.055], [-3.774, -3.766, 2.294], [-2.690, -4.475, 0.739], [2.478, 5.627, -3.555], [1.792, 4.340, -3.210], [1.338, 3.481, -4.204], [0.708, 2.287, -3.884], [0.536, 1.960, -2.547], [0.984, 2.796, -1.531], [1.608, 3.979, -1.873], [-0.275, 0.469, -2.137], [-1.445, 0.827, -1.229], [-0.585, -0.235, -3.337], [0.495, -0.305, -1.001], [1.535, -1.204, -0.923], [2.516, -1.492, -1.830], [3.508, -2.443, -1.499], [3.518, -3.075, -0.288], [2.505, -2.795, 0.663], [2.442, -3.386, 1.944], [1.430, -3.048, 2.799], [0.458, -2.127, 2.371], [0.474, -1.562, 1.183], [1.503, -1.871, 0.332], [2.380, 5.855, -4.614], [3.541, 5.574, -3.318], [2.058, 6.456, -2.986], [1.474, 3.747, -5.243], [0.349, 1.621, -4.654], [0.847, 2.526, -0.492], [1.959, 4.639, -1.090], [2.539, -0.995, -2.790], [4.279, -2.659, -2.225], [4.291, -3.789, -0.039], [3.203, -4.097, 2.240], [1.361, -3.465, 3.792], [-0.348, -1.835, 3.033], [-0.584, 0.550, 3.233], [0.099, 1.313, 2.582], [0.004, 1.159, 1.305]],
  "forces_ev_per_a": [[0.1, -0.3, 0.3], [0.1, 0.0, 0.0], [-0.1, 0.0, 0.0], [0.0, 0.0, 0.0], [0.0, 0.0, 0.1], [0.0, 0.0, -0.1], [0.1, 0.0, -0.1], [0.0, 0.1, 0.1], [-0.1, 0.0, 0.0], [-0.2, 0.1, 0.0], [0.0, 0.0, -0.1], [0.0, 0.1, 0.0], [0.1, 0.0, 0.0], [0.0, 0.0, 0.0], [0.0, 0.0, 0.0], [0.0, 0.0, 0.0], [0.0, 0.0, 0.0], [0.0, 0.0, 0.0], [0.0, 0.1, 0.0], [0.0, -0.1, 0.0], [0.0, -0.1, 0.0], [0.0, 0.0, 0.0], [0.0, 0.0, 0.0], [0.0, 0.1, 0.1], [0.0, 0.0, 0.0], [-0.4, 0.1, 0.0], [0.1, -0.1, -0.1], [0.0, -0.1, 0.0], [0.2, 0.3, -0.3], [-0.1, 0.0, -0.1], [0.0, 0.0, 0.1], [0.0, 0.0, 0.1], [0.0, 0.0, 0.0], [0.1, 0.0, 0.0], [0.0, 0.0, 0.0], [0.0, 0.1, -0.1], [0.0, -0.1, 0.2], [0.0, 0.0, 0.0], [0.1, -0.1, 0.0], [0.0, 0.0, 0.0], [0.0, 0.0, 0.0], [0.0, 0.0, 0.0], [0.0, 0.0, 0.0], [0.0, 0.0, 0.0], [0.0, 0.0, 0.0], [0.0, 0.0, 0.0], [0.0, 0.0, 0.0], [0.0, 0.0, 0.0], [0.0, 0.0, 0.0], [0.0, 0.0, 0.0], [0.0, 0.0, 0.0], [0.0, 0.0, 0.0], [0.0, 0.0, -0.1], [0.1, 0.0, 0.3], [0.0, 0.1, -0.3]],
  "mulliken_charge": [-0.563, -0.464, -0.068, -0.409, 0.817, -0.658, -0.881, -0.832, 1.220, 0.449, 0.290, -0.490, -0.351, 0.397, 0.595, 0.478, 0.294, 0.293, -1.418, 0.957, -0.903, -0.386, 0.150, -0.351, -1.061, 1.419, -0.529, -0.728, 0.481, 1.162, -0.891, -0.733, -1.036, 0.678, -0.610, -1.215, 0.250, 0.400, -0.038, 0.366, 0.309, 0.363, 0.358, 0.547, 0.433, 0.431, 0.498, 0.409, 0.431, 0.470, 0.425, 0.482, -0.288, 0.015, 0.035],
  "e_above_lowest_ev": 0.000,
  "homo_lumo_gap_ha": 0.2394,
  "charge": 1,
  "multiplicity": 1,
  "lumo_ev": -4.4,
  "energy_ha": -2348.787236
}

---

Record 2
{
  "formula": "C23H18AsClINSSr",
  "method": "ωB97M-V/def2-TZVPD",
  "symbols": ["Sr", "S", "C", "C", "C", "C", "C", "C", "As", "C", "C", "C", "C", "C", "C", "C", "C", "C", "C", "C", "C", "H", "H", "H", "H", "H", "H", "H", "H", "H", "H", "H", "H", "H", "H", "Cl", "I", "C", "C", "C", "C", "C", "N", "H", "H", "H", "H"],
  "xyz": [[1.936, -0.253, 0.936], [-0.286, 0.860, 2.263], [-1.899, 0.200, 1.950], [-2.955, 0.528, 2.808], [-4.238, 0.063, 2.588], [-4.524, -0.740, 1.490], [-3.499, -1.072, 0.616], [-2.207, -0.610, 0.848], [-0.738, -1.129, -0.290], [-1.583, -2.245, -1.625], [-1.745, -3.597, -1.339], [-2.356, -4.439, -2.257], [-2.798, -3.937, -3.473], [-2.629, -2.593, -3.767], [-2.026, -1.746, -2.845], [-0.350, 0.513, -1.280], [0.846, 0.570, -1.987], [1.205, 1.735, -2.665], [0.361, 2.832, -2.636], [-0.833, 2.776, -1.922], [-1.187, 1.626, -1.236], [-2.740, 1.159, 3.661], [-5.023, 0.334, 3.284], [-5.527, -1.104, 1.315], [-3.707, -1.693, -0.246], [-1.397, -4.009, -0.397], [-2.476, -5.489, -2.023], [-3.270, -4.595, -4.191], [-2.967, -2.197, -4.716], [-1.907, -0.697, -3.085], [1.522, -0.282, -2.033], [2.141, 1.771, -3.207], [0.631, 3.738, -3.163], [-1.485, 3.640, -1.890], [-2.096, 1.597, -0.647], [3.969, -1.145, -0.493], [2.629, 3.399, 1.099], [4.049, 2.356, 2.186], [5.121, 3.019, 2.769], [6.057, 2.263, 3.449], [5.901, 0.885, 3.511], [4.804, 0.324, 2.892], [3.877, 1.044, 2.248], [5.211, 4.091, 2.679], [6.906, 2.744, 3.916], [6.617, 0.255, 4.017], [4.668, -0.751, 2.888]],
  "forces_ev_per_a": [[0.1, 0.3, 0.0], [-0.5, -0.1, 0.1], [0.1, 0.1, 0.1], [0.1, 0.1, 0.1], [0.0, 0.0, 0.0], [0.0, 0.0, 0.0], [-0.1, 0.1, 0.2], [0.2, -0.1, -0.3], [0.0, -0.1, 0.2], [-0.1, 0.1, -0.1], [0.0, -0.1, -0.1], [0.0, 0.0, 0.0], [0.0, 0.0, 0.0], [0.0, 0.0, 0.0], [-0.1, -0.1, -0.1], [-0.2, -0.2, 0.1], [0.1, 0.1, -0.1], [0.0, -0.1, 0.1], [0.0, 0.0, 0.0], [0.0, 0.0, 0.0], [0.1, 0.0, 0.0], [0.0, 0.0, 0.0], [0.0, 0.0, 0.0], [0.0, 0.0, 0.0], [0.0, 0.0, 0.0], [0.0, 0.1, 0.0], [0.0, 0.0, 0.0], [0.0, 0.0, 0.0], [0.0, 0.0, 0.0], [0.0, 0.0, 0.0], [-0.1, 0.0, 0.0], [0.0, 0.0, 0.0], [0.0, 0.0, 0.0], [0.0, 0.0, 0.0], [0.0, 0.0, 0.0], [0.3, -0.2, -0.2], [-0.3, 0.1, -0.2], [0.3, -0.1, 0.2], [-0.1, 0.0, -0.1], [0.0, -0.1, 0.0], [0.0, 0.1, 0.0], [0.0, 0.0, 0.0], [0.1, 0.0, 0.2], [0.0, 0.0, 0.0], [0.0, 0.0, 0.0], [0.0, 0.0, 0.0], [0.0, 0.0, 0.0]],
  "mulliken_charge": [1.060, -0.409, 0.269, -0.552, -0.523, -0.717, -0.130, 0.031, 0.520, -0.425, -0.289, -0.596, -0.427, -0.686, 0.183, 0.315, -0.221, -0.808, -0.462, -0.672, -0.450, 0.415, 0.347, 0.393, 0.333, 0.353, 0.384, 0.375, 0.391, 0.399, 0.654, 0.424, 0.390, 0.399, 0.411, -0.730, 0.124, 0.136, -0.604, -0.197, -0.735, -0.130, -0.065, 0.370, 0.384, 0.391, 0.374],
  "e_above_lowest_ev": 0.037,
  "homo_lumo_gap_ha": 0.2644,
  "multiplicity": 1,
  "lumo_ev": 0.0,
  "energy_ha": -4364.678174
}

---

Record 3
{
  "formula": "C23H18AsF6N2O4PdS2Se",
  "method": "ωB97M-V/def2-TZVPD",
  "symbols": ["Pd", "C", "C", "C", "C", "C", "C", "C", "S", "O", "O", "N", "C", "C", "C", "C", "C", "C", "C", "C", "N", "C", "H", "H", "H", "H", "H", "H", "H", "H", "H", "H", "H", "H", "H", "Se", "O", "C", "O", "C", "C", "C", "C", "S", "C", "C", "H", "H", "H", "H", "H", "F", "As", "F", "F", "F", "F", "F"],
  "xyz": [[-1.587, -0.489, -0.668], [1.244, 1.786, -7.927], [0.752, 1.001, -6.744], [0.479, 1.632, -5.532], [0.061, 0.905, -4.431], [-0.088, -0.469, -4.545], [0.176, -1.120, -5.738], [0.586, -0.379, -6.834], [-0.545, -1.417, -3.122], [-0.144, -2.774, -3.338], [-1.962, -1.166, -2.819], [0.178, -0.715, -1.867], [1.379, -1.076, -1.299], [2.529, -1.371, -2.003], [3.724, -1.643, -1.320], [3.786, -1.644, 0.047], [2.623, -1.394, 0.804], [2.571, -1.454, 2.214], [1.378, -1.290, 2.858], [0.222, -1.028, 2.102], [0.243, -0.922, 0.796], [1.413, -1.112, 0.128], [0.845, 2.800, -7.923], [0.965, 1.301, -8.860], [2.334, 1.862, -7.905], [0.602, 2.705, -5.441], [-0.146, 1.396, -3.489], [0.056, -2.195, -5.789], [0.783, -0.882, -7.772], [2.496, -1.388, -3.084], [4.618, -1.853, -1.893], [4.715, -1.865, 0.558], [3.483, -1.649, 2.767], [1.297, -1.363, 3.934], [-0.736, -0.917, 2.594], [-2.050, 1.799, -1.185], [-0.528, 1.047, 8.505], [-1.508, 1.297, 7.615], [-2.650, 1.306, 7.972], [-1.105, 1.550, 6.191], [0.218, 1.705, 5.767], [0.501, 1.942, 4.439], [-0.534, 2.040, 3.493], [-0.138, 2.322, 1.844], [-1.863, 1.894, 3.924], [-2.134, 1.648, 5.253], [0.341, 1.041, 8.095], [1.053, 1.658, 6.458], [1.525, 2.059, 4.110], [-2.671, 1.959, 3.209], [-3.151, 1.518, 5.596], [-2.339, -2.235, 0.906], [-3.720, -1.255, 1.492], [-4.029, -0.902, -0.201], [-4.991, -0.208, 1.964], [-4.724, -2.629, 1.485], [-3.226, -1.528, 3.125], [-2.608, 0.158, 1.481]],
  "forces_ev_per_a": [[1.2, 0.0, 0.1], [0.0, 0.0, 0.0], [0.0, -0.1, 0.0], [0.0, 0.0, 0.1], [-0.1, 0.0, -0.1], [0.0, -0.1, 0.2], [-0.1, -0.1, 0.0], [0.0, 0.0, 0.0], [0.8, 0.0, 0.3], [0.0, 0.0, -0.2], [-0.2, 0.1, -0.3], [-1.2, 0.1, -0.5], [0.6, -0.2, 0.1], [-0.4, 0.1, 0.1], [0.2, -0.1, 0.1], [0.1, 0.0, -0.1], [-0.3, 0.1, -0.2], [-0.1, 0.0, 0.1], [0.1, 0.0, 0.0], [-0.1, 0.0, 0.0], [-0.4, 0.2, 0.0], [0.2, -0.1, -0.1], [0.0, 0.0, 0.0], [0.0, 0.0, 0.0], [0.0, 0.0, 0.0], [0.0, 0.0, 0.0], [0.1, 0.0, 0.0], [0.0, 0.0, 0.0], [0.0, 0.0, 0.0], [0.1, 0.0, 0.0], [0.0, 0.0, 0.0], [0.0, 0.0, 0.0], [0.0, 0.0, 0.0], [0.0, 0.0, 0.0], [0.0, 0.1, -0.1], [0.0, 0.1, 0.2], [0.0, 0.0, 0.2], [0.0, 0.0, 0.0], [0.0, 0.0, 0.0], [0.0, 0.1, -0.2], [0.0, 0.0, 0.1], [0.1, 0.0, 0.1], [0.0, 0.1, -0.3], [0.0, 0.0, 0.0], [-0.1, 0.0, 0.1], [-0.1, 0.0, 0.1], [0.1, 0.0, -0.1], [0.0, 0.0, 0.0], [0.0, 0.0, 0.0], [0.0, 0.0, 0.0], [0.0, 0.0, 0.0], [-0.5, 0.3, 0.2], [0.2, -0.2, 0.5], [0.0, 0.0, 0.1], [0.0, 0.0, 0.0], [0.0, 0.0, -0.1], [0.0, 0.0, -0.2], [-0.3, -0.3, -0.1]],
  "mulliken_charge": [0.605, -1.456, 0.899, -0.893, -0.189, 0.249, -0.532, -0.672, 1.869, -0.726, -0.808, -0.031, 0.096, -0.427, -0.871, -0.897, 1.241, -0.697, -0.960, -0.624, 0.561, -0.285, 0.374, 0.383, 0.287, 0.371, 0.082, 0.492, 0.371, 0.481, 0.377, 0.399, 0.430, 0.497, 0.630, 0.162, -0.463, 0.643, -0.530, 1.032, -0.677, -0.962, 0.171, -0.095, -0.372, -0.614, 0.278, 0.201, 0.456, 0.436, 0.474, -0.477, 1.986, -0.457, -0.493, -0.451, -0.486, -0.389],
  "homo_lumo_gap_ha": [0.2989, 0.1931],
  "multiplicity": 6,
  "lumo_ev": [-0.4, -3.2],
  "s_squared": 8.79,
  "energy_ha": -7458.421149
}